Molecular formula: C4H13NO2
Method: DFT, ωB97M-V/def2-TZVPD

Each line ends with the natural charge from an NBO analysis.
Positions of all 20 atoms, in Å:
O (0.37357, 0.93831, -1.12945)  -0.75
O (0.89425, 3.02702, 1.63736)  -0.92
N (0.00504, -0.35170, 1.77332)  -0.82
C (-0.02339, -0.87026, 0.39260)  -0.07
C (-1.58327, -0.40459, -1.60978)  -0.65
C (1.29526, -1.31744, -0.17919)  -0.63
C (-0.70520, 0.20519, -0.51514)  0.10
H (-2.01164, -1.34301, -1.22990)  0.21
H (1.78851, -2.10441, 0.40531)  0.21
H (0.29704, -1.15796, 2.32052)  0.35
H (-0.89386, -0.80056, -2.36246)  0.22
H (0.77264, 0.29218, 1.86459)  0.34
H (-1.31600, 0.90640, 0.05708)  0.17
H (0.03672, 1.76042, -1.50446)  0.47
H (0.70593, 2.28181, 2.22997)  0.46
H (-2.41491, 0.17458, -1.98959)  0.22
H (0.36488, 2.68652, 0.89536)  0.46
H (2.04445, -0.53652, -0.22729)  0.23
H (1.15309, -1.75012, -1.17067)  0.22
H (-0.78313, -1.63585, 0.34184)  0.19

total energy: -9943.4042 eV
charge: 0
LUMO level: 0.7 eV
ΔE to the lowest compared entry with this formula, charge and spin: 18.3 kcal per mole
multiplicity: 1
Kohn-Sham gap: 10.660 eV
highest occupied orbital energy: -9.92 eV
SMILES string: C[C@H](O)[C@@H](C)N.O
M: 107.15 u

***

Molecular formula: C11H12F4O3S
Method: DFT, ωB97M-V/def2-TZVPD

Each line ends with the natural charge from an NBO analysis.
Positions of all 31 atoms, in Å:
S (-2.71468, -0.97481, -0.03368)  0.05
F (-5.35178, 0.62605, 0.74565)  -0.31
F (-3.48668, 3.33299, 0.90098)  -0.31
F (-3.67371, 1.88310, -0.69917)  -0.31
F (-3.95562, 0.53428, 2.43053)  -0.34
O (-1.04702, 3.66258, 1.42661)  -0.46
O (3.19442, -2.70333, -0.21994)  -0.73
O (0.19866, -1.28442, 0.38624)  -0.50
C (-1.94831, 1.51272, 0.87269)  -0.14
C (2.52518, -2.61768, -2.54995)  -0.63
C (-4.49870, 1.34636, 1.48410)  0.52
C (3.33774, -0.56733, -1.33515)  -0.63
C (-1.59209, 0.25161, 0.59032)  -0.16
C (0.71595, 0.63147, 1.63331)  -0.25
C (0.36890, 1.88032, 1.90591)  -0.20
C (-0.17864, -0.23233, 0.83824)  0.49
C (-3.37265, 2.01188, 0.61290)  0.62
C (-0.90510, 2.46886, 1.41208)  0.50
C (3.45180, -2.07538, -1.47370)  0.10
H (2.74599, -2.17403, -3.52218)  0.21
H (2.31513, -0.31838, -1.03590)  0.19
H (1.48580, -2.38786, -2.29787)  0.20
H (-2.22261, -0.94203, -1.27884)  0.15
H (2.28654, -2.48861, 0.03420)  0.47
H (3.55540, -0.04792, -2.26944)  0.21
H (4.48255, -2.34518, -1.71402)  0.17
H (2.62492, -3.69990, -2.62894)  0.22
H (-5.05137, 2.14271, 1.98830)  0.15
H (1.67320, 0.20947, 1.92380)  0.24
H (1.02240, 2.56654, 2.43525)  0.24
H (4.01435, -0.20176, -0.56230)  0.21

total energy: -39447.8024 eV
charge: 0
LUMO level: -2.0 eV
multiplicity: 1
Kohn-Sham gap: 8.017 eV
highest occupied orbital energy: -10.03 eV
SMILES string: O=C1C=CC(=O)C(C(F)(F)C(F)F)=C1S.CC(C)O
M: 300.27 u

***

Molecular formula: C18H25AsBaBr2F6N4O2
Method: DFT, ωB97M-V/def2-TZVPD

Each line ends with the Mulliken spin population.
Positions of all 59 atoms, in Å:
Ba (0.14451, -0.15593, -0.49380)  -0.01
Br (2.53400, 2.17109, -7.11956)  0.06
Br (-1.48731, 3.62855, -3.55912)  0.05
As (-0.48991, -2.50238, -2.92831)  0.00
F (0.27079, -2.46192, -1.28535)  0.00
F (-1.20013, -2.44976, -4.46939)  0.00
F (-1.99523, -2.68001, -2.10658)  0.00
F (-0.77772, -0.70848, -2.75845)  0.01
F (-0.19672, -4.17265, -2.99686)  0.00
F (1.07144, -2.07054, -3.52140)  0.00
O (1.95146, 0.59361, 1.21019)  0.00
O (0.25677, 2.04378, -1.64016)  0.23
N (2.40457, 0.39848, -2.15585)  0.00
N (-1.14820, -1.52298, 1.88782)  0.00
N (-2.76952, -0.18088, -0.12997)  0.00
N (-1.24483, 1.36541, 1.78939)  0.00
C (0.08323, 2.70948, -3.88808)  0.22
C (2.97923, 2.72779, 1.27430)  0.00
C (3.48368, -0.31382, -2.41855)  0.02
C (-3.17461, 1.18463, 0.20448)  0.00
C (-2.67554, 1.62371, 1.57816)  0.00
C (1.90979, 1.18911, -3.12538)  0.10
C (-3.33759, -1.24394, 0.70930)  0.00
C (-1.45665, -0.74406, 3.09100)  0.00
C (0.65050, 2.72959, -5.14630)  -0.09
C (3.62882, 0.48777, -4.65341)  0.05
C (4.14366, -0.28859, -3.64838)  -0.02
C (-0.92281, 0.68554, 3.04354)  0.00
C (3.81309, 0.71805, 2.66065)  0.00
C (-2.29419, -2.20620, 1.27668)  0.00
C (2.83541, 1.29573, 1.68017)  0.00
C (1.82386, 2.04799, -5.41403)  0.27
C (0.70457, 2.00174, -2.79559)  0.10
C (2.47478, 1.24585, -4.40600)  0.00
H (-2.90371, 2.68524, 1.70588)  0.00
H (4.09380, 0.51252, -5.62854)  0.01
H (3.29170, 0.04459, 3.33829)  0.00
H (5.02695, -0.89204, -3.79909)  0.00
H (4.35213, 1.48128, 3.21712)  0.00
H (-1.91182, -2.83674, 0.47204)  0.00
H (-3.90805, -0.79085, 1.52416)  0.00
H (3.96820, 2.87157, 0.83096)  0.00
H (-4.26482, 1.31506, 0.18458)  0.00
H (-1.05971, -1.22817, 3.98721)  0.00
H (-1.31544, 1.21578, 3.92263)  0.00
H (-0.44746, -2.22117, 2.10359)  0.00
H (-0.73000, 2.23505, 1.74106)  0.00
H (2.94575, 3.36393, 2.16132)  0.00
H (-3.00608, -0.36268, -1.09875)  0.00
H (4.54222, 0.12834, 2.09948)  0.00
H (-2.80821, -2.86696, 1.98755)  0.00
H (0.16499, 0.67099, 3.13725)  0.00
H (3.83972, -0.96111, -1.62502)  0.00
H (2.20846, 3.01510, 0.56366)  0.00
H (-3.24436, 1.10887, 2.35475)  0.00
H (-4.05773, -1.83386, 0.13887)  0.00
H (-2.75769, 1.84947, -0.55769)  0.00
H (-2.53971, -0.72577, 3.23123)  0.00
H (0.17368, 3.29231, -5.93683)  0.00

total energy: -247050.9156 eV
charge: +1
<S²>: 0.78
LUMO level (spin up / spin down): -3.3 / -5.4 eV
ΔE to the lowest compared entry with this formula, charge and spin: 15.0 kcal per mole
multiplicity: 2
Kohn-Sham gap (spin up / spin down): 7.990 / 6.591 eV
highest occupied orbital energy (spin up / spin down): -11.29 / -12.01 eV
M: 815.47 u